# 1
Entry from the Open Molecules 2025 dataset: a 4-piece molecular cluster, H7O4 overall (ωB97M-V with the def2-TZVPD basis set).

Each line ends with the Löwdin charge.
Positions of all 11 atoms, in Å:
O: 0.801 -0.601 -0.907  -0.493
H: 0.628 -1.498 -1.108  -0.159
O: 1.033 -1.568 2.267  -0.110
H: 1.137 -1.492 1.292  0.006
H: 0.762 -0.662 2.463  0.020
O: -0.123 1.906 -0.024  -0.108
H: 0.420 2.569 -0.404  -0.006
H: 0.427 1.113 -0.319  0.005
O: -2.082 -0.026 -1.093  -0.097
H: -1.272 -0.560 -1.208  -0.005
H: -1.731 0.821 -0.958  -0.051

## Properties
F_max: 2.537 eV/Å
Lowest unoccupied orbital energy: 0.1545 hartree
HOMO level: -3.9 eV
Energy above the lowest of the compared OMol25 structures with the same formula, charge and spin: 16.5 kcal/mol
Net charge: -1

# 2
Entry from the Open Molecules 2025 dataset: C6H4ClN2Se3Te2V as an isolated structure (ωB97M-V with the def2-TZVPD basis set).

Each line ends with the Mulliken spin population.
Positions of all 19 atoms, in Å:
V: 1.460 0.400 0.280  0.845
Se: 1.901 -1.018 2.242  0.002
Te: 1.696 1.321 3.119  -0.006
Te: 2.944 2.625 1.091  0.009
Se: 1.121 2.689 -0.619  -0.009
Se: 2.669 -0.790 -1.565  -0.008
C: 4.199 -0.388 -0.698  0.000
N: 5.171 -0.115 -0.132  0.003
Cl: -3.801 0.828 1.532  -0.002
C: -2.630 0.119 0.469  -0.038
C: -3.047 -0.600 -0.637  0.086
C: -2.045 -1.161 -1.423  -0.040
C: -0.723 -0.957 -1.103  0.092
N: -0.313 -0.219 -0.044  -0.025
C: -1.287 0.284 0.748  0.080
H: -4.094 -0.729 -0.870  0.010
H: -2.296 -1.746 -2.297  -0.003
H: 0.057 -1.383 -1.715  0.002
H: -0.982 0.840 1.624  0.002

## Properties
F_max: 2.442 eV/Å
Multiplicity: 2
Lowest unoccupied orbital energy (spin up / spin down): 0.0846 / 0.0848 hartree
HOMO level (spin up / spin down): -3.3 / -3.3 eV
Net charge: -1

# 3
Entry from the Open Molecules 2025 dataset: one molecule with the formula C6H5ClF3NO2S (ωB97M-V with the def2-TZVPD basis set).

Each line ends with the Löwdin charge.
Positions of all 19 atoms, in Å:
N: 1.433 -1.794 -1.714  0.187
C: 2.015 -1.028 -1.048  -0.220
C: 2.579 0.065 -0.391  -0.102
C: 1.836 0.633 0.565  -0.066
C: 0.470 0.117 1.002  -0.186
C: -0.554 0.318 -0.104  -0.329
C: -1.221 1.595 -0.243  -0.717
F: -1.927 1.742 -1.299  0.188
F: -2.045 1.863 0.765  0.140
F: -0.223 2.601 -0.323  0.080
S: -1.825 -0.772 -0.148  0.529
O: -2.959 -0.508 -0.942  -0.260
O: -1.247 -2.163 -0.642  -0.227
Cl: -2.478 -1.481 1.686  0.395
H: 3.518 0.404 -0.814  0.118
H: 2.307 1.503 1.237  0.166
H: 0.569 -1.057 1.103  0.142
H: 0.065 0.348 1.996  0.116
H: -0.312 -2.386 -0.685  0.045

## Properties
F_max: 3.882 eV/Å
SMILES: N#C/C=C\CC(C(F)(F)F)=[S@@](=O)(O)Cl
Lowest unoccupied orbital energy: -0.0138 hartree
HOMO level: -9.6 eV
Energy above the lowest of the compared OMol25 structures with the same formula, charge and spin: 78.7 kcal/mol

# 4
Entry from the Open Molecules 2025 dataset: C32H56BCl3FLiN6NaO11S2 as an isolated structure (ωB97M-V with the def2-TZVPD basis set).

Each line ends with the Löwdin charge.
Positions of all 114 atoms, in Å:
N: -0.388 -2.883 2.909  0.137
C: -0.821 -2.908 1.788  -0.139
C: -1.486 -2.780 0.342  -0.119
C: -1.585 -4.168 -0.469  -0.276
C: -2.918 -4.931 0.070  -0.130
N: -3.963 -5.455 0.393  0.129
C: -0.345 -5.174 -0.256  -0.130
C: 1.111 -4.485 -0.453  -0.196
C: 2.093 -5.352 -1.410  -0.469
S: 2.807 -4.394 -2.841  0.633
C: 3.761 -2.930 -2.146  -1.007
S: 5.450 -2.988 -2.112  0.550
N: 2.920 -1.810 -1.649  -0.175
C: 1.811 -1.485 -2.547  -0.087
C: 1.067 -0.342 -1.798  -0.147
N: 1.833 -0.116 -0.572  -0.020
C: 2.982 -0.977 -0.441  -0.046
B: -1.897 -3.798 -2.033  -0.460
O: -3.305 -3.677 -2.425  0.075
O: -0.854 -3.564 -3.020  0.081
H: -0.948 -1.965 -0.269  0.093
H: -2.569 -2.387 0.494  0.040
H: -0.471 -6.032 -1.022  0.121
H: -0.440 -5.658 0.784  0.136
H: 1.613 -4.518 0.592  0.101
H: 1.045 -3.378 -0.733  0.093
H: 2.972 -5.731 -0.771  0.083
H: 1.501 -6.231 -1.851  0.062
H: 1.508 -1.957 -3.537  0.094
H: 0.115 0.181 -2.145  0.046
H: 3.783 -1.069 0.365  0.123
H: -3.436 -2.765 -2.799  0.114
H: -1.014 -2.670 -3.419  0.110
C: 8.620 -2.829 1.068  -0.068
C: 9.298 -1.596 0.563  -0.327
O: 8.258 -0.900 -0.091  0.129
C: 7.116 -1.263 0.560  -0.553
O: 6.075 -0.681 0.464  0.122
O: 7.306 -2.366 1.335  0.077
F: 10.251 -1.902 -0.350  0.072
H: 8.580 -3.625 0.319  0.147
H: 9.090 -3.221 1.971  0.144
H: 9.725 -0.964 1.348  0.175
Li: 3.757 -6.820 -3.594  0.525
Cl: -1.850 0.859 -0.364  0.580
C: -3.386 1.407 0.356  -0.641
C: -3.974 0.380 1.301  -0.619
Cl: -4.545 -1.074 0.444  0.623
H: -4.075 1.645 -0.457  0.070
H: -3.169 2.329 0.899  0.076
H: -4.838 0.802 1.816  0.052
H: -3.249 0.065 2.054  0.078
C: -8.994 0.428 1.778  -0.172
C: -8.985 1.841 2.315  -0.192
C: -7.524 2.221 2.182  -0.205
O: -7.009 1.502 1.055  -0.169
C: -7.970 0.509 0.664  -0.195
H: -9.973 0.095 1.433  0.109
H: -8.650 -0.266 2.553  0.127
H: -9.599 2.485 1.675  0.111
H: -9.356 1.925 3.340  0.094
H: -6.951 1.916 3.065  0.119
H: -7.381 3.294 2.029  0.116
H: -8.430 0.839 -0.274  0.120
H: -7.465 -0.443 0.489  0.095
O: 4.028 -2.551 4.463  -0.153
C: 3.208 -3.501 4.044  -0.388
C: 3.884 -4.285 2.797  -0.384
O: 3.046 -5.206 2.343  -0.179
H: 2.212 -3.183 3.687  0.079
H: 2.938 -4.289 4.770  0.104
H: 4.862 -4.639 3.173  0.101
H: 4.197 -3.498 2.085  0.092
C: -13.075 1.168 4.934  0.025
N: -11.912 0.532 4.265  -0.432
O: -11.020 0.098 4.980  0.070
O: -11.935 0.490 3.044  0.058
H: -12.922 1.136 6.012  0.110
H: -13.132 2.197 4.582  -0.001
H: -13.974 0.599 4.653  0.068
Na: -12.325 3.924 4.201  0.642
C: 5.779 3.553 0.635  -0.103
C: 4.694 2.786 -0.105  -0.261
C: 5.065 2.413 -1.538  -0.185
C: 5.246 3.534 -2.561  -0.095
N: 3.993 4.353 -2.914  -0.223
C: 3.895 5.612 -2.046  -0.108
C: 4.722 6.641 -2.787  -0.170
C: 4.338 6.412 -4.236  -0.353
C: 4.133 4.912 -4.371  -0.279
C: 2.719 3.545 -2.831  0.006
H: 5.999 4.512 0.158  0.057
H: 5.456 3.755 1.660  0.078
H: 6.705 2.973 0.684  0.078
H: 3.760 3.352 -0.069  0.090
H: 4.505 1.856 0.443  0.105
H: 4.335 1.690 -1.916  0.101
H: 6.013 1.860 -1.502  0.125
H: 5.577 3.060 -3.490  0.130
H: 6.028 4.232 -2.258  0.126
H: 2.844 5.911 -2.008  0.134
H: 4.256 5.402 -1.039  0.109
H: 5.793 6.466 -2.643  0.111
H: 4.504 7.661 -2.461  0.118
H: 5.094 6.779 -4.925  -0.003
H: 3.404 6.934 -4.467  0.107
H: 4.974 4.426 -4.864  0.057
H: 3.223 4.685 -4.927  0.078
H: 2.527 3.271 -1.794  0.089
H: 2.831 2.662 -3.461  0.112
H: 1.895 4.164 -3.192  0.106
Cl: 4.541 5.840 -6.713  -0.169
O: -15.242 -1.287 4.369  -0.587
H: -14.319 -1.150 4.172  -0.235

## Properties
F_max: 6.584 eV/Å
Lowest unoccupied orbital energy: -0.0563 hartree
HOMO level: -2.3 eV
Energy above the lowest of the compared OMol25 structures with the same formula, charge and spin: 167.9 kcal/mol
Net charge: -1

# 5
Entry from the Open Molecules 2025 dataset: C43H65Cl3GeMnN2O2Te as an isolated structure (ωB97M-V with the def2-TZVPD basis set).

Each line ends with the Mulliken spin population.
Positions of all 118 atoms, in Å:
Mn: -0.411 0.462 -0.113  3.991
C: -3.230 -0.411 1.253  0.013
N: -2.082 -1.229 0.844  0.026
C: -2.553 -2.267 -0.077  0.021
C: -1.474 -1.893 2.011  0.029
C: 0.041 -2.042 1.862  0.028
N: 0.745 -0.759 1.780  -0.042
C: 0.549 0.010 3.024  0.008
C: 1.044 1.428 2.942  -0.045
C: 1.958 1.907 3.858  0.012
C: 2.315 3.247 3.873  -0.024
C: 1.735 4.064 2.908  0.019
C: 0.827 3.628 1.953  -0.005
C: 0.440 2.268 1.975  0.037
O: -0.475 1.737 1.196  0.043
C: 0.256 4.665 0.988  -0.015
C: 1.393 5.483 0.358  -0.003
C: -0.553 4.065 -0.164  0.013
C: -0.675 5.586 1.793  -0.003
C: 3.258 3.841 4.907  -0.001
C: 4.439 4.526 4.206  -0.004
C: 2.481 4.863 5.750  -0.003
C: 3.824 2.781 5.857  -0.001
C: 2.197 -0.946 1.604  0.006
C: 2.793 -0.982 0.215  0.043
C: 3.897 -1.803 0.009  0.012
C: 4.632 -1.749 -1.162  -0.062
C: 4.274 -0.778 -2.097  0.060
C: 3.257 0.136 -1.907  -0.039
C: 2.442 0.006 -0.744  -0.010
O: 1.421 0.786 -0.522  -0.033
C: 3.058 1.297 -2.875  0.014
C: 3.090 2.609 -2.079  -0.015
C: 1.710 1.158 -3.586  -0.010
C: 4.159 1.371 -3.942  -0.001
C: 5.843 -2.615 -1.447  -0.018
C: 5.597 -3.431 -2.722  0.004
C: 7.058 -1.693 -1.638  -0.004
C: 6.148 -3.592 -0.311  0.001
H: -3.946 -0.990 1.852  0.004
H: -3.751 -0.051 0.366  0.004
H: -2.884 0.446 1.833  -0.005
H: -3.297 -2.908 0.413  0.003
H: -1.716 -2.887 -0.400  0.007
H: -3.017 -1.822 -0.953  0.002
H: -1.907 -2.895 2.147  0.002
H: -1.708 -1.323 2.912  -0.004
H: 0.239 -2.595 0.936  -0.020
H: 0.420 -2.635 2.711  0.015
H: 1.034 -0.512 3.863  0.004
H: -0.521 0.076 3.224  -0.013
H: 2.362 1.212 4.579  0.000
H: 2.002 5.110 2.910  0.001
H: 2.107 4.822 -0.125  0.001
H: 1.924 6.087 1.089  0.000
H: 0.985 6.158 -0.392  0.000
H: 0.040 3.328 -0.710  0.019
H: -0.843 4.852 -0.858  0.000
H: -1.461 3.595 0.213  0.002
H: -0.137 6.078 2.599  0.000
H: -1.485 5.004 2.230  0.001
H: -1.107 6.349 1.148  0.000
H: 4.106 5.319 3.543  0.000
H: 4.993 3.801 3.615  0.000
H: 5.113 4.959 4.944  0.000
H: 2.127 5.691 5.144  0.000
H: 3.115 5.261 6.538  0.000
H: 1.618 4.387 6.211  0.000
H: 4.391 2.033 5.310  0.000
H: 3.032 2.291 6.417  0.000
H: 4.493 3.253 6.572  0.000
H: 2.516 -1.849 2.148  0.015
H: 2.668 -0.085 2.093  -0.014
H: 4.180 -2.480 0.801  0.005
H: 4.839 -0.727 -3.009  -0.002
H: 2.317 2.605 -1.316  0.005
H: 2.927 3.455 -2.742  0.000
H: 4.057 2.731 -1.591  0.001
H: 0.903 1.216 -2.860  0.012
H: 1.648 0.204 -4.106  0.000
H: 1.571 1.961 -4.306  -0.001
H: 5.147 1.425 -3.486  0.000
H: 4.016 2.270 -4.540  0.000
H: 4.119 0.517 -4.614  0.000
H: 5.393 -2.789 -3.573  0.001
H: 4.747 -4.096 -2.582  0.001
H: 6.471 -4.037 -2.951  0.000
H: 6.952 -1.086 -2.531  0.000
H: 7.970 -2.275 -1.731  0.000
H: 7.154 -1.026 -0.785  0.001
H: 5.306 -4.261 -0.147  -0.001
H: 6.373 -3.059 0.612  0.000
H: 7.017 -4.193 -0.572  0.000
C: 4.488 -8.450 -1.644  -0.003
C: 3.677 -7.195 -1.660  0.030
C: 3.201 -6.651 -2.843  -0.014
C: 2.482 -5.465 -2.863  -0.082
C: 1.963 -4.950 -4.168  0.076
C: 2.228 -4.779 -1.668  -0.004
Te: 1.177 -2.920 -1.764  0.879
C: 2.668 -5.345 -0.468  -0.019
C: 2.386 -4.721 0.866  -0.050
C: 3.376 -6.536 -0.480  -0.010
H: 4.384 -8.990 -2.581  0.000
H: 4.185 -9.093 -0.818  0.001
H: 5.541 -8.200 -1.506  0.003
H: 3.406 -7.160 -3.773  0.000
H: 2.290 -5.576 -4.994  0.003
H: 2.313 -3.932 -4.342  -0.005
H: 0.873 -4.926 -4.156  -0.009
H: 2.080 -3.687 0.748  0.032
H: 3.272 -4.752 1.499  0.001
H: 1.597 -5.277 1.376  0.002
H: 3.709 -6.964 0.457  0.000
Cl: -1.896 2.330 -3.716  0.007
Ge: -2.369 1.407 -1.791  0.020
Cl: -0.806 -0.521 -1.997  0.042
Cl: -4.126 0.192 -2.445  0.010

## Properties
F_max: 2.645 eV/Å
Multiplicity: 6
Lowest unoccupied orbital energy (spin up / spin down): -0.0872 / -0.0557 hartree
HOMO level (spin up / spin down): -7.4 / -7.5 eV
Energy above the lowest of the compared OMol25 structures with the same formula, charge and spin: 25.0 kcal/mol

# 6
Entry from the Open Molecules 2025 dataset: one molecule with the formula C24H34N2O2 (ωB97M-V with the def2-TZVPD basis set).

Each line ends with the Löwdin charge.
Positions of all 62 atoms, in Å:
C: 2.939 1.460 -3.018  -0.042
N: 2.327 0.251 -3.506  -0.083
C: 3.214 -0.903 -3.609  -0.102
C: 3.424 -1.515 -2.247  -0.205
C: 4.493 -1.135 -1.446  -0.050
C: 4.630 -1.649 -0.168  -0.083
C: 3.697 -2.547 0.322  -0.093
C: 2.631 -2.935 -0.473  -0.094
C: 2.493 -2.420 -1.750  -0.045
C: 0.998 0.040 -3.663  -0.475
O: 0.570 -1.032 -4.054  0.048
C: 0.042 1.177 -3.338  -0.095
C: -0.064 1.449 -1.831  -0.154
C: -0.076 0.173 -0.980  -0.322
C: -1.278 -0.720 -1.290  -0.112
C: -1.284 -1.943 -0.375  -0.117
N: -1.270 -1.538 1.017  -0.038
C: -2.357 -1.769 1.787  -0.463
O: -3.309 -2.408 1.378  0.051
C: -2.351 -1.196 3.201  -0.060
C: -2.530 0.299 3.179  -0.255
C: -1.724 1.129 3.825  -0.067
C: -1.870 2.620 3.823  -0.192
C: -2.816 3.093 2.723  -0.204
C: -4.069 2.224 2.718  -0.191
C: -3.698 0.787 2.367  -0.146
C: -0.111 -0.750 1.353  -0.129
C: -0.079 0.525 0.509  -0.119
H: 2.323 2.326 -3.243  0.084
H: 3.902 1.591 -3.514  0.094
H: 3.113 1.414 -1.938  0.093
H: 4.162 -0.579 -4.046  0.126
H: 2.730 -1.621 -4.274  0.126
H: 5.229 -0.440 -1.826  0.110
H: 5.466 -1.348 0.446  0.102
H: 3.804 -2.949 1.319  0.102
H: 1.910 -3.647 -0.097  0.104
H: 1.661 -2.713 -2.373  0.114
H: -0.930 0.863 -3.720  0.121
H: 0.327 2.089 -3.866  0.112
H: 0.770 2.071 -1.501  0.101
H: -0.982 2.013 -1.646  0.122
H: 0.836 -0.397 -1.190  0.126
H: -1.235 -1.060 -2.324  0.109
H: -2.203 -0.157 -1.146  0.129
H: -2.181 -2.543 -0.536  0.123
H: -0.399 -2.556 -0.573  0.117
H: -1.444 -1.479 3.738  0.118
H: -3.206 -1.651 3.709  0.130
H: -0.906 0.744 4.423  0.111
H: -0.887 3.083 3.701  0.109
H: -2.253 2.937 4.800  0.114
H: -3.077 4.141 2.880  0.107
H: -2.319 3.013 1.754  0.105
H: -4.797 2.607 2.000  0.110
H: -4.526 2.250 3.709  0.119
H: -4.550 0.123 2.525  0.126
H: -3.444 0.719 1.303  0.118
H: -0.109 -0.496 2.410  0.102
H: 0.785 -1.346 1.133  0.120
H: 0.811 1.104 0.765  0.123
H: -0.956 1.130 0.746  0.107

## Properties
F_max: 0.557 eV/Å
SMILES: CN(Cc1ccccc1)C(=O)CCC1CCN(C(=O)CC2=CCCCC2)CC1
Lowest unoccupied orbital energy: 0.0222 hartree
HOMO level: -8.8 eV
Energy above the lowest of the compared OMol25 structures with the same formula, charge and spin: 0.0 kcal/mol